{
  "formula": "C34H50ClMnN5O6Si2Te",
  "method": "ωB97M-V with the def2-TZVPD basis set",
  "symbols": ["Mn", "O", "C", "N", "C", "O", "C", "C", "C", "C", "C", "N", "C", "C", "C", "C", "C", "N", "H", "H", "H", "H", "H", "H", "H", "H", "C", "C", "C", "C", "Cl", "C", "C", "C", "O", "C", "C", "O", "O", "H", "H", "H", "H", "H", "H", "H", "H", "C", "Si", "C", "C", "C", "Te", "C", "Si", "C", "C", "C", "H", "H", "H", "H", "H", "H", "H", "H", "H", "H", "H", "H", "H", "H", "H", "H", "H", "H", "H", "H", "H", "H", "C", "N", "C", "C", "O", "N", "C", "C", "H", "H", "H", "H", "H", "H", "H", "H", "H", "H", "H", "H"],
  "coordinates": [[1.2579, 1.3388, -0.1723], [2.8393, 1.1270, 3.5060], [2.2192, 1.4786, 2.5048], [2.6110, 1.3438, 1.1870], [3.8913, 0.9489, 0.8580], [4.8616, 0.9123, 1.6015], [3.9525, 0.5628, -0.5623], [5.0655, -0.0928, -1.0908], [5.0475, -0.5119, -2.3979], [3.9028, -0.2607, -3.1686], [2.8491, 0.4154, -2.5859], [2.8526, 0.8290, -1.3191], [0.8758, 2.0666, 2.5577], [0.3454, 2.6357, 3.7243], [-0.8993, 3.2085, 3.6968], [-1.6183, 3.1928, 2.4821], [-1.0357, 2.6294, 1.3690], [0.1783, 2.0702, 1.3661], [5.9034, -0.2700, -0.4377], [5.8987, -1.0189, -2.8252], [3.8538, -0.5829, -4.1977], [1.9563, 0.6505, -3.1564], [0.9535, 2.6110, 4.6176], [-1.3282, 3.6689, 4.5745], [-2.6131, 3.6056, 2.4290], [-1.5579, 2.6102, 0.4193], [-3.4655, -2.0273, -3.7070], [-2.1328, -2.3921, -4.2799], [-1.9303, -2.5379, -5.6381], [-0.6731, -2.8668, -6.1245], [-0.4384, -3.0626, -7.8302], [0.3925, -3.0391, -5.2633], [0.2024, -2.8876, -3.8971], [-1.0547, -2.5771, -3.3935], [-1.3905, -2.4555, -2.0820], [-0.4109, -2.5375, -1.0812], [0.2546, -1.1978, -0.7434], [1.3497, -1.2437, -0.1392], [-0.3510, -0.1334, -0.9902], [-4.1905, -1.8148, -4.4880], [-3.3524, -1.1533, -3.0680], [-3.8315, -2.8396, -3.0800], [-2.7496, -2.4050, -6.3283], [1.3671, -3.2947, -5.6501], [1.0542, -3.0018, -3.2442], [0.3627, -3.2818, -1.2891], [-0.9491, -2.8484, -0.1766], [-3.3686, 0.0320, 1.3981], [-3.1957, -1.1164, 2.9112], [-3.2991, -2.9150, 2.2766], [-4.5887, -0.7986, 4.1824], [-1.5160, -0.7728, 3.7555], [0.1050, -0.8776, 2.3041], [0.4660, -2.9581, 2.7090], [2.0276, -2.9798, 3.8354], [2.4273, -4.8000, 4.2929], [3.4347, -2.1667, 2.8495], [1.5862, -2.0493, 5.4451], [-4.2186, -0.2175, 0.7692], [-2.4731, -0.0434, 0.7818], [-3.4780, 1.0687, 1.6994], [-4.2961, -3.1449, 1.9117], [-3.0597, -3.6377, 3.0502], [-2.6068, -3.0657, 1.4529], [-5.5629, -0.9329, 3.7245], [-4.5531, 0.2079, 4.5867], [-4.5244, -1.4866, 5.0191], [-1.2957, -1.4538, 4.5701], [-1.5136, 0.2360, 4.1593], [0.6800, -3.4518, 1.7667], [-0.4173, -3.3972, 3.1579], [2.7168, -5.3868, 3.4277], [1.5949, -5.3075, 4.7703], [3.2594, -4.8136, 4.9885], [3.1903, -2.1486, 1.7881], [4.3881, -2.6757, 2.9657], [3.5774, -1.1342, 3.1638], [0.6741, -2.4135, 5.9124], [1.4587, -0.9912, 5.2312], [2.3827, -2.1415, 6.1764], [-1.1463, 5.8072, -2.1376], [-0.1595, 4.8156, -1.7774], [0.6535, 5.1670, -0.6280], [-0.1240, 3.5438, -2.2528], [0.5061, 2.6645, -1.6484], [-0.8448, 3.2357, -3.3769], [-0.8026, 4.0335, -4.5828], [-1.0520, 1.8230, -3.6405], [-1.4862, 6.3044, -1.2270], [-2.0065, 5.3435, -2.6154], [-0.7278, 6.5739, -2.7978], [1.1683, 6.1113, -0.8251], [1.3873, 4.3797, -0.4403], [0.0295, 5.2846, 0.2656], [-0.5952, 5.0758, -4.3680], [-1.7658, 3.9499, -5.0887], [-0.0223, 3.6618, -5.2576], [-0.9940, 1.2674, -2.7059], [-0.3065, 1.4257, -4.3345], [-2.0392, 1.6898, -4.0846]],
  "lowdin_spin": [4.559, 0.022, 0.015, 0.061, 0.012, 0.018, 0.015, -0.001, 0.009, -0.001, 0.016, 0.040, 0.015, -0.001, 0.009, -0.001, 0.016, 0.042, 0.000, 0.001, 0.000, 0.001, 0.000, 0.000, 0.000, 0.001, 0.000, 0.000, 0.000, 0.000, 0.000, 0.000, 0.000, 0.000, 0.001, 0.002, 0.006, 0.025, 0.034, 0.000, 0.000, 0.000, 0.000, 0.000, 0.000, 0.000, 0.000, 0.000, 0.000, 0.000, 0.000, 0.002, 0.005, 0.001, 0.000, 0.000, 0.000, 0.000, 0.000, 0.000, 0.000, 0.000, 0.000, 0.000, 0.000, 0.000, 0.000, 0.000, 0.000, 0.000, 0.000, 0.000, 0.000, 0.000, 0.000, 0.000, 0.000, 0.000, 0.000, 0.000, 0.001, 0.003, 0.001, 0.010, 0.051, 0.003, 0.000, 0.000, 0.000, 0.000, 0.000, 0.000, 0.002, 0.000, 0.000, 0.000, 0.000, 0.000, 0.000, 0.000],
  "homo_ev": [-6.8, -6.8],
  "e_lumo_ha": [-0.01132, -0.01512],
  "multiplicity": 6,
  "energy_ha": -4509.17456,
  "gap_ev": [6.469, 6.367]
}

***

{
  "formula": "C34H50MoP2",
  "method": "ωB97M-V with the def2-TZVPD basis set",
  "symbols": ["Mo", "C", "C", "C", "C", "C", "C", "H", "H", "H", "C", "H", "H", "H", "C", "H", "H", "H", "C", "H", "H", "H", "C", "H", "H", "H", "C", "C", "C", "C", "C", "C", "C", "C", "H", "H", "H", "H", "H", "H", "H", "H", "H", "H", "H", "H", "P", "P", "C", "C", "H", "H", "H", "H", "C", "H", "H", "H", "C", "H", "H", "H", "C", "H", "H", "H", "C", "H", "H", "H", "C", "C", "C", "C", "C", "C", "C", "C", "C", "C", "H", "H", "H", "H", "H", "H", "H"],
  "coordinates": [[0.1044, -0.4768, 1.4539], [-0.5217, -2.4614, 2.1181], [0.8417, -2.5302, 1.6564], [0.7981, -1.1484, 3.5263], [-0.5349, -1.6277, 3.2917], [1.6425, -1.6840, 2.4975], [-1.7044, -3.2167, 1.6000], [-1.4803, -3.7480, 0.6748], [-2.5512, -2.5454, 1.4124], [-2.0551, -3.9583, 2.3311], [-1.7131, -1.5219, 4.1992], [-2.3492, -2.4092, 4.0964], [-2.3235, -0.6396, 3.9687], [-1.3934, -1.4438, 5.2409], [1.3567, -0.4850, 4.7472], [0.7450, -0.6701, 5.6332], [1.4357, 0.5997, 4.6201], [2.3651, -0.8505, 4.9701], [3.1352, -1.6311, 2.5228], [3.5097, -2.1648, 3.4083], [3.5130, -0.6015, 2.5927], [3.5581, -2.1191, 1.6434], [1.4005, -3.4513, 0.6326], [1.9449, -4.2781, 1.1158], [2.1197, -2.9335, -0.0142], [0.6085, -3.8819, 0.0190], [-1.5845, 0.1494, -4.6793], [-1.5329, -1.1840, -4.8404], [-0.7308, -1.8663, -5.9093], [0.6784, -1.2727, -6.1905], [1.3937, -0.7184, -4.9919], [1.3662, 0.5701, -4.6224], [0.4594, 1.6175, -5.2050], [-0.9470, 1.1205, -5.6278], [-1.3054, -1.8354, -6.8540], [0.6105, -0.5201, -6.9897], [-0.6098, -2.9339, -5.6649], [-0.8967, 0.6978, -6.6414], [-2.2382, 0.5995, -3.9233], [-2.2564, -1.8310, -4.3291], [-1.6107, 2.0057, -5.6878], [0.3328, 2.4435, -4.4860], [2.1443, 0.9617, -3.9569], [0.9546, 2.0590, -6.0875], [1.3027, -2.0959, -6.5883], [2.0669, -1.4313, -4.4963], [-0.8217, -0.7431, -0.9062], [1.9561, 0.6864, 0.1579], [-0.0031, 0.5924, -1.9135], [1.1039, 1.4488, -1.2936], [-0.7818, 1.2394, -2.3473], [0.4028, 0.0198, -2.7561], [1.8792, 1.6637, -2.0423], [0.7131, 2.4213, -0.9636], [2.6525, 2.0747, 1.0943], [3.2229, 1.6715, 1.9390], [1.8480, 2.7042, 1.4899], [3.3141, 2.6833, 0.4668], [3.3646, -0.2223, -0.5349], [3.8557, 0.3321, -1.3450], [3.0416, -1.1955, -0.9210], [4.0925, -0.3917, 0.2674], [-2.5981, -0.4300, -1.0265], [-3.1304, -1.2046, -0.4604], [-2.9310, -0.4495, -2.0723], [-2.8273, 0.5422, -0.5795], [-0.5544, -2.2718, -1.8467], [0.5004, -2.5617, -1.8097], [-0.8399, -2.1710, -2.9005], [-1.1662, -3.0628, -1.3984], [-1.8070, 3.5753, 5.8542], [-1.3468, 2.2452, 5.8732], [-1.0587, 1.5994, 4.6797], [-1.1938, 2.2045, 3.4133], [-0.9278, 1.5650, 2.1454], [-1.2515, 2.2721, 0.9983], [-1.6924, 3.6129, 1.0087], [-1.8794, 4.2549, 2.2055], [-1.6693, 3.5710, 3.4194], [-1.9572, 4.2251, 4.6471], [-2.0460, 4.0885, 6.7905], [-1.2216, 1.7335, 6.8285], [-0.7234, 0.5645, 4.7159], [-1.1583, 1.7896, 0.0226], [-1.8769, 4.1186, 0.0626], [-2.2211, 5.2893, 2.2519], [-2.3109, 5.2574, 4.5985]],
  "lowdin_spin": [1.799, 0.011, 0.057, 0.011, -0.005, 0.005, 0.011, 0.000, 0.001, 0.002, 0.001, 0.000, -0.001, 0.000, 0.006, 0.001, 0.000, 0.001, 0.002, -0.001, -0.001, 0.000, 0.022, 0.006, 0.003, 0.000, 0.000, 0.000, 0.000, 0.000, 0.001, 0.000, 0.000, 0.000, 0.000, 0.000, 0.000, 0.000, 0.000, 0.000, 0.000, 0.000, 0.000, 0.000, 0.000, 0.000, 0.034, 0.025, 0.016, 0.014, 0.000, 0.001, 0.001, 0.000, 0.006, 0.000, 0.000, 0.000, 0.000, -0.001, 0.000, 0.000, 0.008, 0.000, 0.001, 0.000, -0.001, 0.000, -0.001, 0.000, -0.001, -0.014, -0.006, -0.002, 0.030, 0.000, 0.005, -0.043, 0.002, -0.019, 0.000, -0.001, 0.000, 0.010, 0.001, -0.001, -0.001],
  "homo_ev": [-13.1, -13.2],
  "e_lumo_ha": [-0.29701, -0.27366],
  "multiplicity": 3,
  "charge": 2,
  "energy_ha": -2075.86007,
  "gap_ev": [5.012, 5.793]
}

***

{
  "formula": "C34H50O27",
  "method": "ωB97M-V with the def2-TZVPD basis set",
  "symbols": ["C", "C", "C", "O", "C", "O", "O", "H", "H", "H", "H", "H", "H", "C", "C", "C", "O", "C", "O", "O", "H", "H", "H", "H", "H", "H", "C", "C", "C", "O", "C", "O", "O", "H", "H", "H", "H", "H", "H", "C", "C", "C", "O", "C", "O", "O", "H", "H", "H", "H", "H", "H", "C", "C", "C", "O", "C", "O", "O", "H", "H", "H", "H", "H", "H", "C", "C", "C", "O", "C", "O", "O", "H", "H", "H", "H", "H", "H", "C", "C", "C", "O", "C", "O", "O", "H", "H", "H", "H", "H", "H", "O", "C", "O", "C", "C", "O", "H", "H", "H", "H", "O", "C", "O", "C", "C", "O", "H", "H", "H", "H"],
  "coordinates": [[-26.1513, -8.1536, -8.6915], [-26.9849, -7.4519, -9.8370], [-26.2066, -6.8792, -10.9855], [-26.8267, -5.6865, -11.2449], [-27.5139, -5.3889, -10.1592], [-28.1738, -4.3655, -10.0625], [-27.6266, -6.3297, -9.3153], [-25.2183, -7.6663, -8.4086], [-25.9182, -9.1988, -8.8952], [-26.7869, -8.2847, -7.8158], [-27.9211, -7.9651, -10.0566], [-26.2304, -7.5917, -11.8100], [-25.1549, -6.6821, -10.7776], [-24.1582, -0.7239, -6.0717], [-23.8927, -2.0559, -5.3457], [-24.7102, -3.2294, -5.8198], [-23.7848, -4.0169, -6.4974], [-22.5170, -3.4755, -6.4268], [-21.5649, -3.8477, -7.1151], [-22.5891, -2.4202, -5.6739], [-23.2861, -0.0702, -6.0608], [-24.9780, -0.0787, -5.7559], [-24.4100, -0.9015, -7.1172], [-23.9009, -2.0811, -4.2560], [-25.4572, -2.8098, -6.4936], [-25.2609, -3.7685, -5.0490], [-23.0777, -9.1761, -4.6464], [-23.0035, -9.4475, -3.1213], [-23.5682, -8.2492, -2.3984], [-24.4317, -8.8006, -1.3652], [-24.5975, -10.0930, -1.5274], [-25.2598, -10.8357, -0.8608], [-23.8386, -10.4859, -2.6461], [-22.5434, -9.9715, -5.1659], [-22.5903, -8.2158, -4.8149], [-24.0687, -8.9500, -5.0401], [-21.9947, -9.6071, -2.7407], [-23.9581, -7.5482, -3.1364], [-22.7309, -7.8310, -1.8399], [-19.7805, -11.6641, -12.6399], [-20.4304, -12.9021, -13.1154], [-21.7273, -12.6894, -13.8750], [-21.5250, -13.4325, -15.0320], [-20.2968, -13.7976, -15.1429], [-19.8910, -14.3052, -16.1784], [-19.5669, -13.3890, -14.1137], [-19.2924, -11.0205, -13.3718], [-19.0212, -11.8586, -11.8825], [-20.4641, -10.8851, -12.3024], [-20.6252, -13.6428, -12.3398], [-21.9182, -11.6266, -14.0237], [-22.6637, -12.9069, -13.3613], [-18.4070, -11.1405, -9.1728], [-17.5077, -10.0592, -8.6204], [-17.8273, -9.7880, -7.1674], [-16.5891, -9.6786, -6.5201], [-15.6192, -10.0561, -7.4653], [-14.4772, -10.2379, -7.1783], [-16.1736, -10.4408, -8.6131], [-19.3749, -10.7714, -9.5119], [-18.5402, -11.9718, -8.4805], [-17.9639, -11.5493, -10.0810], [-17.6854, -9.1356, -9.1714], [-18.2699, -10.6713, -6.7070], [-18.3699, -8.8623, -6.9758], [-23.6586, -11.7396, -7.4123], [-23.1106, -11.4877, -8.8316], [-22.2333, -12.5588, -9.4094], [-22.9035, -13.0210, -10.5585], [-24.0086, -12.2476, -10.7826], [-24.7733, -12.3614, -11.7418], [-24.1500, -11.3003, -9.7583], [-24.3322, -12.5935, -7.4836], [-24.1137, -10.8338, -7.0117], [-22.9253, -12.1895, -6.7430], [-22.4590, -10.6246, -8.6952], [-21.9121, -13.3291, -8.7083], [-21.3790, -12.0898, -9.8977], [-26.3939, -0.7890, -12.2711], [-26.1068, -2.2369, -11.8019], [-26.1435, -3.3108, -12.9344], [-24.9837, -4.0566, -12.8118], [-24.2296, -3.6730, -11.8489], [-23.2518, -4.2140, -11.4186], [-24.8314, -2.5930, -11.2738], [-25.6097, -0.5459, -12.9881], [-26.3882, -0.0822, -11.4414], [-27.3823, -0.6434, -12.7070], [-26.8111, -2.4735, -11.0043], [-26.1103, -2.6887, -13.8288], [-27.0634, -3.8609, -12.7363], [-15.8218, -5.1167, -12.7782], [-16.7856, -5.8597, -12.7192], [-16.7788, -7.1684, -12.9219], [-17.8749, -7.8179, -12.4166], [-18.8268, -6.6516, -12.2819], [-17.8842, -5.5559, -12.1969], [-18.2758, -8.4470, -13.2113], [-17.6764, -8.4087, -11.5224], [-19.4428, -6.8583, -11.4067], [-19.3484, -6.5072, -13.2280], [-21.2818, -9.1858, -10.2794], [-21.6761, -8.1936, -9.6133], [-21.9437, -8.1706, -8.2890], [-22.0744, -6.8742, -7.8206], [-21.5470, -6.0312, -9.0043], [-21.5185, -6.9771, -10.0278], [-23.1415, -6.7323, -7.6495], [-21.4918, -6.8610, -6.8995], [-20.5505, -5.5966, -8.9264], [-22.2919, -5.2504, -9.1577]],
  "mulliken_charge": [-1.101, 0.355, -0.218, -0.182, 0.622, -0.656, -0.348, -0.061, 0.380, 0.460, 0.292, 0.371, 0.044, -1.302, 0.349, -0.483, -0.198, 0.616, -0.544, -0.399, 0.336, 0.384, 0.287, 0.345, 0.283, 0.304, -1.355, 0.427, -0.436, -0.347, 0.623, -0.513, -0.396, 0.270, 0.364, 0.443, 0.304, 0.300, 0.300, -1.093, 0.799, -0.363, -0.342, 0.597, -0.605, -0.386, 0.500, -0.064, 0.291, 0.255, 0.221, 0.192, -1.012, 0.815, -0.213, -0.397, 0.448, -0.515, -0.390, -0.082, 0.492, 0.282, -0.042, 0.321, 0.215, -1.731, 1.669, 0.241, -0.344, 0.572, -0.591, -0.199, 0.472, 0.175, 0.445, -0.754, 0.355, -0.226, -1.555, 0.562, -0.380, -0.337, 0.664, -0.575, -0.387, 0.387, 0.371, 0.367, 0.161, 0.506, 0.220, -0.604, 0.694, -0.391, 0.346, 0.213, -0.329, 0.120, -0.047, -0.253, 0.239, -0.536, 0.688, -0.084, -0.046, -0.218, -0.341, 0.012, 0.233, 0.224, 0.152],
  "homo_ev": -10.5,
  "smiles": "C[C@@H]1COC(=O)O1.C[C@H]1COC(=O)O1.C[C@H]1COC(=O)O1.C[C@H]1COC(=O)O1.C[C@H]1COC(=O)O1.C[C@H]1COC(=O)O1.C[C@H]1COC(=O)O1.O=C1OCCO1.O=C1OCCO1",
  "e_lumo_ha": -0.01852,
  "de_lowest_kj_mol": 498.7,
  "multiplicity": 1,
  "energy_ha": -3357.00190,
  "gap_ev": 9.991
}